{"formula": "C4H6N2O", "method": "ωB97M-V with the def2-TZVPD basis set", "species": ["C", "C", "C", "C", "N", "N", "O", "H", "H", "H", "H", "H", "H"], "coordinates": [[-2.109, -0.411, -0.096], [0.423, -0.820, -0.045], [1.360, 0.317, 0.223], [-0.830, -0.211, -0.651], [-3.227, -0.626, 0.210], [0.546, 1.383, 0.569], [-0.349, 1.416, -0.350], [0.909, -1.457, -0.717], [0.003, -1.407, 0.819], [2.034, 0.000, 0.939], [1.899, 0.532, -0.619], [-0.822, -0.170, -1.791], [0.163, 1.456, 1.509]], "atomic_forces_ev_per_a": [[-4.0839, -1.0447, 0.8268], [-3.0485, -1.3857, 0.7788], [-0.7407, -1.1122, 1.8336], [2.8123, 2.9087, -1.9959], [3.2112, 0.6929, -0.5740], [1.7320, 1.8106, 2.2756], [-4.0440, -0.8120, -2.9420], [0.3968, -1.3935, -1.0044], [1.3003, 0.5569, -0.3285], [1.4890, -0.2121, 1.8481], [1.2335, 0.7122, -2.4156], [-0.3458, -0.1830, 1.6379], [0.0878, -0.5382, 0.0598]], "nbo_charge": [0.2334, -0.4391, -0.2375, -0.1023, -0.2787, -0.2617, -0.3540, 0.2308, 0.2187, 0.2095, 0.1970, 0.2495, 0.3346], "homo_ha": -0.3297, "homo_lumo_gap_ev": 9.55, "spin_multiplicity": 1}